1.
The following is a quantum chemistry calculation of a cluster of 2 separate species, C6H11ClN3O2P in total at a distorted geometry, from OMol25.

Geometry as XYZ:
```
24
Properties=species:S:1:pos:R:3:forces:R:3
Cl -0.48288 -0.42946 -3.53293 0.690 0.438 1.642
P 1.24934 -0.85118 -0.27984 -0.322 1.163 0.918
O -1.35232 -1.25135 2.64966 1.418 0.624 -0.723
O 0.53674 2.72057 1.16071 -0.280 -0.617 0.923
N -0.00738 -1.35005 0.76533 -0.606 0.240 0.777
N 1.19467 0.84941 0.10339 -0.055 -0.058 0.494
N -0.08186 0.59851 2.07668 -0.154 1.013 -0.360
C -0.62000 -2.59285 0.30665 -3.759 1.861 -0.776
C -0.89032 -0.72726 -5.09578 -1.246 -0.434 -0.764
C 1.98294 1.67592 -0.84691 2.423 -2.495 2.180
C 0.54881 1.50782 1.14278 0.334 -2.056 -1.465
C -0.79124 1.30923 3.10042 0.007 0.543 2.531
C -0.50303 -0.73900 1.92929 -0.563 0.053 -1.547
H -0.24119 1.04202 4.13852 -1.668 1.009 -2.127
H 2.10170 0.83565 -1.58943 0.425 2.091 -0.595
H -1.94241 -0.98730 -5.20035 0.443 0.062 -0.521
H 3.04114 1.93033 -0.33894 -2.263 -0.509 -1.297
H 0.17111 -3.08192 -0.12152 1.508 -2.403 -0.752
H -1.41266 -2.43073 -0.56288 1.643 0.175 1.480
H -1.25714 -3.05282 1.06960 1.004 -0.251 0.131
H -0.10724 -0.98177 -5.77563 0.112 -0.059 -0.353
H 1.46707 2.58566 -1.02523 -0.425 0.515 -0.906
H -1.88390 1.03246 3.12446 1.294 0.067 0.166
H -0.71993 2.38811 2.80193 0.040 -0.972 0.945
```
Positions in Å, forces in eV/Å.

Values from the calculation:
Spin multiplicity ... 1
HOMO-LUMO gap (alpha / beta) ... 7.8 / 7.2 eV

---

2.
The following is a quantum chemistry calculation of an isolated molecule of C6H11ClS at a distorted geometry, from OMol25.

Geometry as XYZ:
```
19
Properties=species:S:1:pos:R:3:forces:R:3
Cl -1.32034 -0.30055 -2.87621 -0.286 0.482 -0.067
S 2.71799 1.33128 -1.22583 -0.908 2.530 -2.606
C -0.76292 0.71545 0.60614 -0.707 1.866 -0.391
C -0.58931 -1.75935 0.83099 -0.829 0.761 -0.224
C -1.08196 -0.60249 -0.14145 -0.817 -0.334 2.467
C 1.08619 1.48904 -0.65032 1.345 -1.613 0.693
C 0.75875 1.10382 0.76614 -2.370 -2.050 -2.593
C -0.43509 -0.64769 -1.43883 1.399 -1.674 -1.176
H 0.56157 2.31485 -1.01896 -0.802 0.995 -0.749
H 0.47798 -1.52715 0.99087 -0.492 -0.971 0.279
H 2.93759 0.51680 -0.33440 1.296 -2.750 2.657
H -2.19928 -0.75411 -0.21421 0.962 0.608 -0.120
H -0.81281 -2.72689 0.39684 0.672 -0.247 -0.442
H -1.19586 1.61831 0.03484 0.054 -1.429 1.010
H 0.12913 -1.59635 -1.65037 -0.025 1.235 0.291
H 0.94703 1.87126 1.44391 -0.075 1.528 1.261
H -1.19214 -1.83811 1.78626 0.878 0.812 -0.839
H -1.25183 0.57733 1.55556 -0.259 0.584 0.612
H 1.22531 0.21455 1.13903 0.962 -0.331 -0.064
```
Positions in Å, forces in eV/Å.

Values from the calculation:
Spin multiplicity ... 1
HOMO-LUMO gap (alpha / beta) ... 8.4 / 7.6 eV

---

3.
The following is a quantum chemistry calculation of an isolated molecule of C6H11ClSi at a distorted geometry, from OMol25.

Geometry as XYZ:
```
19
Properties=species:S:1:pos:R:3:forces:R:3
Cl -1.80666 -1.49148 -0.49092 -0.112 0.505 0.220
Si 1.30558 -0.52459 -0.51995 0.117 0.786 1.358
C 2.79570 0.58256 -0.78079 -2.348 3.385 2.829
C -0.19834 0.59487 -0.16845 1.918 0.545 -0.035
C -1.44419 0.21345 -0.13375 -1.290 -0.489 -0.644
C -3.82566 0.75827 0.28921 -0.547 -3.303 0.046
C -2.57958 1.12908 -0.01157 -2.032 -2.503 1.044
C 1.57232 -1.54260 1.02658 0.406 -4.442 -3.844
H 2.30808 -2.45610 0.79994 -1.008 2.208 0.511
H 3.62122 0.02816 -0.82228 3.485 -2.476 -0.439
H -4.13396 -0.34179 0.47736 1.064 1.697 -0.390
H -0.05552 1.65474 0.11980 0.135 -0.551 -0.413
H 2.77640 1.23794 -1.60639 -0.259 0.466 -1.411
H 3.05921 1.35951 0.07065 -0.956 -1.660 -1.127
H -4.73630 1.31457 0.28915 0.073 1.181 0.082
H -2.47418 2.14020 -0.12858 1.056 2.397 -0.509
H 1.27053 -1.48663 -1.61370 -0.421 0.003 -0.504
H 1.82118 -1.05566 1.85148 1.736 2.398 3.488
H 0.72418 -2.11451 1.35221 -1.019 -0.145 -0.262
```
Positions in Å, forces in eV/Å.

Values from the calculation:
SMILES string ... C=C/C(Cl)=C/[SiH](C)C
Spin multiplicity ... 1
HOMO-LUMO gap ... 9.7 eV

---

4.
The following is a quantum chemistry calculation of an isolated molecule of C6H11F3IN at a distorted geometry, from OMol25.

Geometry as XYZ:
```
22
Properties=species:S:1:pos:R:3:forces:R:3
I 0.72924 2.59619 0.76150 0.423 0.153 -0.282
F -0.85191 -1.40011 -1.52823 0.631 0.105 -0.053
F -1.65498 -2.16819 0.25887 1.692 0.086 0.231
F 0.49281 -2.48313 -0.19737 -0.620 -0.090 -0.485
N -1.03940 1.28969 -1.16823 0.764 -1.962 -1.327
C -0.10544 -0.30187 0.50385 -1.489 1.222 -0.371
C -1.36937 0.09460 1.28568 0.787 1.160 -0.271
C 0.28074 0.84476 -0.45586 -3.466 1.136 -0.744
C 0.98859 -0.56736 1.48211 -0.370 -3.509 -1.694
C -0.49810 -1.56400 -0.22968 -1.318 -1.451 -0.988
C 1.36071 0.57898 -1.39734 2.876 -3.166 -0.454
H 0.70140 -0.07023 2.31460 -0.283 1.240 2.957
H -2.27688 -0.13862 0.78173 -0.599 -0.079 -0.069
H 0.93381 -1.69692 1.58135 0.913 1.603 0.837
H 2.42173 0.65585 -1.00786 -1.229 -0.722 0.231
H 1.47594 1.23234 -2.17911 -0.556 2.198 -1.813
H -1.31274 1.15987 1.45802 -0.305 0.220 -0.085
H -0.92988 2.17538 -1.62047 0.482 0.948 0.267
H -1.26858 -0.31412 2.25417 -0.506 -0.974 1.000
H 1.22792 -0.42182 -1.97483 0.244 1.374 1.359
H 1.90817 -0.19921 1.13009 1.415 -0.035 -0.307
H -1.21377 0.69791 -2.05297 0.513 0.544 2.061
```
Positions in Å, forces in eV/Å.

Values from the calculation:
SMILES string ... CC(C)(C(F)(F)F)[C@@](C)(N)I
Spin multiplicity ... 1
HOMO-LUMO gap ... 9.9 eV

---

5.
The following is a quantum chemistry calculation of a cluster of 2 separate species, C6H11FO in total at a distorted geometry, from OMol25.

Geometry as XYZ:
```
19
Properties=species:S:1:pos:R:3:forces:R:3
F -1.89426 1.47568 -0.58780 -0.744 0.086 -0.110
O 0.05073 -1.63258 -0.40863 -0.948 0.440 -1.321
C 1.13841 1.24322 1.00878 3.005 -0.066 -0.094
C 1.77275 -0.08335 0.50463 -2.763 -0.045 -0.636
C -3.13586 -0.17951 0.45199 -1.220 1.811 -2.286
C 0.82223 -1.24979 0.54514 1.369 -0.333 2.045
C -2.20921 0.72426 0.53172 0.101 0.493 -3.612
C -0.61340 -2.76141 -0.63851 0.645 -1.412 1.026
H 1.06072 -1.92961 1.34575 -0.451 -0.793 0.117
H -1.39715 0.94067 1.09726 1.387 -0.107 2.965
H 1.10179 1.27095 2.09400 0.267 0.239 0.107
H -3.32547 -0.68679 1.30624 -0.799 -1.945 2.254
H 1.98056 0.02204 -0.55262 0.998 0.259 -0.141
H -3.85279 -0.11016 -0.40365 0.841 -0.498 0.864
H -1.45034 -2.63432 -1.30612 0.204 -0.167 -0.059
H 1.73424 2.06910 0.55068 -0.362 -0.308 0.884
H 0.17955 1.36595 0.66693 -1.966 0.209 -1.078
H 2.55404 -0.41194 1.16160 0.949 0.257 -0.218
H -0.33960 -3.73371 -0.09081 -0.513 1.880 -0.707
```
Positions in Å, forces in eV/Å.

Values from the calculation:
Spin multiplicity ... 1
HOMO-LUMO gap (alpha / beta) ... 8.2 / 7.7 eV

---

6.
The following is a quantum chemistry calculation of a structure of composition C6H11FS at a distorted geometry, from OMol25.

Geometry as XYZ:
```
19
Properties=species:S:1:pos:R:3:forces:R:3
S 0.13470 -2.25611 -1.55284 0.952 -0.815 1.247
F -1.32951 1.67082 0.27081 -0.389 -0.368 0.248
C -1.79465 -0.73611 0.05660 -0.801 -1.944 0.129
C -1.14342 0.43825 0.92543 -0.761 0.557 1.469
C -0.37711 -1.42890 0.04480 -2.502 -4.282 -0.638
C 0.84483 0.59523 -0.54733 0.133 -1.406 -2.676
C 0.20496 -0.20982 0.53579 3.098 1.303 1.698
C 1.48398 1.85336 -0.07677 0.209 2.459 1.211
H 0.98773 -0.42334 1.28159 -0.423 0.508 0.377
H -1.37434 0.77673 2.07512 0.403 -1.778 -2.761
H 1.55104 -0.06405 -1.22444 -1.196 1.181 1.696
H -2.07190 -0.33400 -0.97644 0.051 -0.536 1.568
H 1.03619 -3.20965 -0.96498 -1.286 1.390 -0.805
H 0.57423 2.88513 -0.31486 3.424 -3.144 1.259
H -0.02451 0.78522 -1.19965 0.742 0.306 -0.399
H -0.40335 -2.37918 0.72183 0.153 2.189 -0.667
H 1.76229 1.61256 1.19331 -0.667 1.548 -3.869
H 2.46765 1.99677 -0.71830 -1.991 0.293 1.724
H -2.52880 -1.57290 0.47033 0.852 2.539 -0.810
```
Positions in Å, forces in eV/Å.

Values from the calculation:
Spin multiplicity ... 1
HOMO-LUMO gap ... 9.8 eV

---

What did the first record say?
The following is a quantum chemistry calculation of a cluster of 2 separate species, C6H11ClN3O2P in total at a distorted geometry, from OMol25.

Geometry as XYZ:
```
24
Properties=species:S:1:pos:R:3:forces:R:3
Cl -0.48288 -0.42946 -3.53293 0.690 0.438 1.642
P 1.24934 -0.85118 -0.27984 -0.322 1.163 0.918
O -1.35232 -1.25135 2.64966 1.418 0.624 -0.723
O 0.53674 2.72057 1.16071 -0.280 -0.617 0.923
N -0.00738 -1.35005 0.76533 -0.606 0.240 0.777
N 1.19467 0.84941 0.10339 -0.055 -0.058 0.494
N -0.08186 0.59851 2.07668 -0.154 1.013 -0.360
C -0.62000 -2.59285 0.30665 -3.759 1.861 -0.776
C -0.89032 -0.72726 -5.09578 -1.246 -0.434 -0.764
C 1.98294 1.67592 -0.84691 2.423 -2.495 2.180
C 0.54881 1.50782 1.14278 0.334 -2.056 -1.465
C -0.79124 1.30923 3.10042 0.007 0.543 2.531
C -0.50303 -0.73900 1.92929 -0.563 0.053 -1.547
H -0.24119 1.04202 4.13852 -1.668 1.009 -2.127
H 2.10170 0.83565 -1.58943 0.425 2.091 -0.595
H -1.94241 -0.98730 -5.20035 0.443 0.062 -0.521
H 3.04114 1.93033 -0.33894 -2.263 -0.509 -1.297
H 0.17111 -3.08192 -0.12152 1.508 -2.403 -0.752
H -1.41266 -2.43073 -0.56288 1.643 0.175 1.480
H -1.25714 -3.05282 1.06960 1.004 -0.251 0.131
H -0.10724 -0.98177 -5.77563 0.112 -0.059 -0.353
H 1.46707 2.58566 -1.02523 -0.425 0.515 -0.906
H -1.88390 1.03246 3.12446 1.294 0.067 0.166
H -0.71993 2.38811 2.80193 0.040 -0.972 0.945
```
Positions in Å, forces in eV/Å.

Values from the calculation:
Spin multiplicity ... 1
HOMO-LUMO gap (alpha / beta) ... 7.8 / 7.2 eV

---

Which value of spin multiplicity does entry 4 give?
1

---

Please write out number 3 again, unchanged.
The following is a quantum chemistry calculation of an isolated molecule of C6H11ClSi at a distorted geometry, from OMol25.

Geometry as XYZ:
```
19
Properties=species:S:1:pos:R:3:forces:R:3
Cl -1.80666 -1.49148 -0.49092 -0.112 0.505 0.220
Si 1.30558 -0.52459 -0.51995 0.117 0.786 1.358
C 2.79570 0.58256 -0.78079 -2.348 3.385 2.829
C -0.19834 0.59487 -0.16845 1.918 0.545 -0.035
C -1.44419 0.21345 -0.13375 -1.290 -0.489 -0.644
C -3.82566 0.75827 0.28921 -0.547 -3.303 0.046
C -2.57958 1.12908 -0.01157 -2.032 -2.503 1.044
C 1.57232 -1.54260 1.02658 0.406 -4.442 -3.844
H 2.30808 -2.45610 0.79994 -1.008 2.208 0.511
H 3.62122 0.02816 -0.82228 3.485 -2.476 -0.439
H -4.13396 -0.34179 0.47736 1.064 1.697 -0.390
H -0.05552 1.65474 0.11980 0.135 -0.551 -0.413
H 2.77640 1.23794 -1.60639 -0.259 0.466 -1.411
H 3.05921 1.35951 0.07065 -0.956 -1.660 -1.127
H -4.73630 1.31457 0.28915 0.073 1.181 0.082
H -2.47418 2.14020 -0.12858 1.056 2.397 -0.509
H 1.27053 -1.48663 -1.61370 -0.421 0.003 -0.504
H 1.82118 -1.05566 1.85148 1.736 2.398 3.488
H 0.72418 -2.11451 1.35221 -1.019 -0.145 -0.262
```
Positions in Å, forces in eV/Å.

Values from the calculation:
SMILES string ... C=C/C(Cl)=C/[SiH](C)C
Spin multiplicity ... 1
HOMO-LUMO gap ... 9.7 eV